# C4H9NO

A cluster of 2 separate species, C4H9NO in total (ωB97M-V/def2-TZVPD, OMol25).

## Properties
Electronic energy (eV): -7828.1591
Energy above the lowest of the compared OMol25 structures with the same formula, charge and spin (kJ/mol): 401.5
Gap between HOMO and LUMO (Ha): 0.3241
Maximum force (Eh/bohr): 0.1078
SMILES: C/C=C\C(N)=O.[H][H]
M (g mol⁻¹): 87.12

Geometry as ORCA input:
```
! wB97M-V def2-TZVPD RIJCOSX def2/J DEFGRID3
* xyz 0 1
C 0.669 1.036 -1.063
C 0.162 1.715 0.130
C 0.020 1.099 1.343
C -0.627 -0.211 1.486
N -1.170 -0.483 2.724
O -0.795 -0.978 0.548
H 0.727 1.675 -1.943
H 1.391 0.231 -1.075
H -0.449 0.807 -0.834
H 0.293 2.804 0.219
H 0.748 -3.867 -4.679
H 0.904 -3.813 -5.406
H 0.304 1.621 2.250
H -0.588 -0.240 3.509
H -1.589 -1.397 2.790
*
```